This record from the OMol25 dataset describes a structure of composition C15H40F2O5Zn at a distorted geometry. The level of theory is ωB97M-V/def2-TZVPD.

Cartesian coordinates (Å):
H  -25.036  -5.228  26.358
H  -24.303  -10.411  30.529
H  -28.214  -8.492  23.525
C  -25.756  -11.044  23.788
C  -24.249  -6.330  27.973
H  -25.293  -13.122  23.415
H  -27.694  -4.880  25.960
H  -25.764  -11.302  28.730
C  -25.784  -12.477  24.143
O  -24.656  -10.380  27.163
H  -29.059  -7.093  29.929
H  -27.602  -11.094  22.639
H  -24.164  -12.881  27.677
O  -27.783  -6.718  28.347
H  -25.080  -9.114  29.655
C  -28.954  -6.469  29.042
H  -29.941  -6.261  27.183
H  -27.959  -5.009  30.239
H  -29.024  -4.994  24.900
C  -26.558  -10.803  22.527
H  -27.843  -7.558  27.885
H  -25.998  -7.049  28.275
O  -26.232  -10.222  24.841
H  -22.742  -11.921  28.203
H  -29.684  -4.578  30.069
H  -23.812  -12.695  29.351
H  -27.754  -6.974  22.793
C  -30.057  -6.794  28.127
C  -24.754  -10.965  28.498
H  -23.604  -7.145  29.876
H  -30.141  -7.880  28.068
H  -26.808  -12.836  24.244
F  -23.909  -8.437  25.236
C  -27.921  -6.904  24.910
H  -24.072  -4.233  27.521
C  -23.787  -12.160  28.401
O  -26.613  -7.318  25.134
H  -24.701  -10.782  23.708
C  -28.395  -7.418  23.554
Zn  -25.639  -8.742  26.321
H  -30.975  -6.527  28.649
H  -23.915  -10.787  26.708
C  -28.007  -5.363  25.035
C  -28.818  -5.012  29.568
H  -26.544  -9.748  22.254
C  -24.355  -9.921  29.556
H  -25.676  -4.583  27.821
H  -28.688  -4.334  28.725
C  -24.784  -5.050  27.404
H  -26.021  -6.863  24.531
C  -23.839  -6.176  29.435
H  -26.149  -11.391  21.705
H  -24.556  -5.616  30.035
H  -23.381  -9.444  29.452
H  -27.172  -10.413  24.896
H  -22.969  -5.529  29.539
H  -27.429  -4.846  24.270
H  -28.598  -7.407  25.601
H  -25.277  -12.569  25.103
F  -27.345  -9.195  27.240
H  -29.439  -7.153  23.386
H  -23.321  -6.511  27.431
O  -25.232  -7.301  27.753

Calculated values
Energy relative to the best compared isomer or geometry (same formula, charge and spin) ... 0.0 kcal/mol
Max |F| ... 2.2 eV/A
Highest occupied orbital energy ... -0.356 hartree
HOMO-LUMO gap ... 0.381 hartree
E_tot ... -80296.2569 eV

This record from the OMol25 dataset describes a structure of composition C15H41AuO3SbSi3. The level of theory is ωB97M-V/def2-TZVPD.

Cartesian coordinates (Å):
H  0.564  -3.730  0.311
Sb  -2.867  1.199  -0.044
H  -6.158  2.406  1.003
H  -4.683  2.918  -3.125
C  -5.490  2.842  1.747
H  -5.379  -0.472  2.112
H  2.678  -2.381  0.293
H  -0.463  2.486  -2.646
C  1.742  -1.961  0.667
H  -1.054  4.123  -0.061
C  2.616  0.334  0.734
O  -0.690  -2.074  0.440
C  -2.849  2.442  3.360
C  -2.007  4.466  -0.466
Si  -2.625  3.381  -1.834
C  0.569  -2.675  0.039
H  -4.272  -2.001  0.020
H  -4.458  -2.788  -1.542
H  -2.588  -0.261  -3.579
H  -0.193  2.922  2.139
H  3.598  0.056  0.347
O  0.871  2.043  0.627
H  2.178  1.663  -0.894
H  2.642  0.310  1.827
H  -6.098  3.073  2.629
C  -3.674  -0.165  -3.562
H  -2.036  1.750  3.584
H  -2.441  3.370  2.956
C  -1.372  2.894  -3.088
Si  -4.404  -0.425  -1.898
H  -3.328  2.694  4.313
H  -3.883  -0.655  3.063
H  -4.080  -0.957  -4.205
H  -3.967  0.786  -4.006
H  -0.541  -2.423  2.509
H  1.736  -2.017  1.759
H  -1.835  5.454  -0.916
H  -1.089  3.810  -3.622
C  -6.088  0.227  -1.567
H  -1.373  -3.682  1.555
H  -6.775  -0.385  -2.167
H  -2.731  4.606  0.338
C  0.843  2.670  1.932
H  -2.171  -2.119  1.850
Au  -0.480  0.215  0.318
H  1.223  1.999  2.702
H  2.908  2.458  0.517
C  2.210  1.684  0.194
C  -4.713  0.012  2.828
H  0.611  -2.586  -1.046
O  1.625  -0.589  0.253
H  -5.068  3.756  -1.600
Si  -4.149  1.688  2.283
H  -1.757  2.196  -3.829
H  -5.103  3.790  1.371
H  -5.284  0.148  3.753
H  -4.343  4.632  -2.945
H  1.445  3.577  1.898
H  -6.390  0.120  -0.525
C  -3.933  -1.978  -1.016
H  -2.864  -2.189  -1.064
H  -6.226  1.262  -1.881
C  -4.346  3.672  -2.412
C  -1.217  -2.611  1.675

Calculated values
Energy relative to the best compared isomer or geometry (same formula, charge and spin) ... 0.0 kcal/mol
Total charge ... +3
Max |F| ... 0.1 eV/A
Multiplicity ... 3
Highest occupied orbital energy (alpha / beta) ... -0.658 / -0.659 hartree
HOMO-LUMO gap (alpha / beta) ... 0.347 / 0.218 hartree
E_tot ... -56198.6289 eV